DFT (ωB97M-V/def2-TZVPD) results for C29H50IO16PSi2 as an isolated structure in a non-equilibrium geometry.

The geometry in XYZ format:
```
99
Properties=species:S:1:pos:R:3:lowdin_charge:R:1
C 0.29 9.13 -0.90 -0.34
P 0.18 7.30 -1.20 0.68
O -0.11 6.60 0.29 -0.42
Si -1.64 6.91 -2.42 0.36
O -3.09 6.68 -1.61 -0.55
Si -3.51 7.62 -0.33 -0.03
I -5.87 8.22 -0.42 0.42
H -0.59 9.66 -1.27 0.01
H 0.40 9.34 0.16 0.04
H 1.15 9.48 -1.47 0.02
H 0.50 7.00 0.91 0.04
H -1.39 5.64 -3.12 -0.05
H -1.69 7.98 -3.44 -0.04
H -2.72 8.86 -0.26 -0.05
H -3.31 6.85 0.91 -0.05
O -0.99 1.61 3.19 0.11
C -1.41 2.18 2.22 -0.48
O -1.18 3.50 2.00 0.03
C -1.89 3.93 0.83 -0.16
C -2.14 2.67 0.02 -0.15
C -2.28 1.62 1.11 -0.08
H -2.82 4.41 1.14 0.11
H -1.29 4.66 0.30 0.09
H -3.00 2.74 -0.64 0.10
H -1.27 2.44 -0.60 0.12
H -3.31 1.54 1.48 0.12
H -1.93 0.64 0.80 0.10
O 0.21 -0.34 -2.59 0.09
C 0.63 -0.73 -1.54 -0.48
O 0.13 -0.28 -0.37 0.01
C 0.88 -0.83 0.74 -0.13
C 1.55 -2.08 0.19 -0.15
C 1.76 -1.70 -1.28 -0.06
H 1.60 -0.08 1.06 0.13
H 0.20 -1.03 1.56 0.13
H 2.45 -2.35 0.71 0.08
H 0.85 -2.92 0.25 0.12
H 2.71 -1.19 -1.43 0.14
H 1.69 -2.55 -1.95 0.13
O 4.13 2.56 -6.40 0.12
C 3.01 2.30 -6.08 -0.49
O 2.46 2.73 -4.93 0.03
C 1.14 2.18 -4.76 -0.15
C 0.68 1.81 -6.17 -0.15
C 2.00 1.44 -6.84 -0.08
H 1.20 1.31 -4.11 0.10
H 0.50 2.92 -4.29 0.12
H -0.07 1.02 -6.18 0.11
H 0.25 2.69 -6.66 0.12
H 2.26 0.40 -6.69 0.13
H 2.02 1.68 -7.90 0.12
O -4.25 0.62 -0.97 0.10
C -3.98 -0.51 -1.29 -0.46
O -4.19 -1.56 -0.47 0.03
C -3.66 -2.76 -1.06 -0.15
C -3.59 -2.48 -2.55 -0.14
C -3.32 -0.97 -2.57 -0.06
H -2.67 -2.95 -0.62 0.12
H -4.31 -3.59 -0.80 0.12
H -2.84 -3.07 -3.07 0.12
H -4.56 -2.69 -3.01 0.12
H -2.25 -0.74 -2.52 0.11
H -3.76 -0.47 -3.43 0.13
O 3.80 -3.99 0.10 0.10
C 4.22 -4.39 1.15 -0.48
O 3.74 -3.94 2.33 0.02
C 4.49 -4.50 3.43 -0.13
C 5.13 -5.76 2.86 -0.15
C 5.33 -5.38 1.40 -0.06
H 5.24 -3.77 3.74 0.13
H 3.82 -4.69 4.26 0.13
H 6.03 -6.05 3.39 0.08
H 4.42 -6.59 2.93 0.12
H 6.29 -4.88 1.23 0.13
H 5.25 -6.23 0.72 0.12
O 6.86 -6.81 5.22 0.11
C 6.64 -7.98 5.32 -0.48
O 5.55 -8.55 4.75 0.02
C 5.47 -9.95 5.11 -0.15
C 6.89 -10.34 5.50 -0.15
C 7.43 -9.03 6.07 -0.07
H 4.77 -10.04 5.95 0.13
H 5.09 -10.51 4.26 0.13
H 6.93 -11.18 6.18 0.12
H 7.46 -10.60 4.60 0.12
H 7.21 -8.92 7.14 0.13
H 8.50 -8.89 5.90 0.13
O -9.39 3.40 1.30 0.12
C -8.28 3.24 0.88 -0.49
O -8.02 2.76 -0.36 0.03
C -6.61 2.56 -0.54 -0.15
C -5.95 3.48 0.48 -0.14
C -6.97 3.48 1.61 -0.06
H -6.37 1.51 -0.36 0.11
H -6.35 2.81 -1.56 0.13
H -4.95 3.15 0.77 0.09
H -5.86 4.49 0.07 0.11
H -6.81 2.65 2.31 0.13
H -7.00 4.42 2.16 0.12
```

Summary:
energy relative to the best compared isomer or geometry (same formula, charge and spin): 0.000 eV
DFT total energy: -96793.600 eV
maximum force: 1.17 eV/Å



DFT (ωB97M-V/def2-TZVPD) results for C29H51AuNO2SSi2 as an isolated structure in a non-equilibrium geometry.

The geometry in XYZ format:
```
87
Properties=species:S:1:pos:R:3:lowdin_charge:R:1
O -0.06 2.65 2.13 -0.17
O 2.05 3.59 1.60 -0.14
C -1.33 2.78 1.42 -0.19
C -2.54 2.67 2.32 -0.07
H -1.38 1.97 0.67 0.12
H -1.31 3.75 0.92 0.12
H -2.89 1.64 2.46 0.08
H -3.37 3.20 1.84 0.09
H -2.35 3.13 3.30 0.10
C -0.03 1.42 2.96 -0.18
C 0.77 1.79 4.16 -0.05
H 0.42 0.61 2.38 0.13
H -1.07 1.15 3.20 0.11
H 1.81 1.97 3.92 0.05
H 0.76 0.99 4.90 0.10
H 0.37 2.69 4.62 0.09
C 3.26 2.86 1.09 -0.13
C 1.88 5.02 1.20 -0.16
C 3.84 2.01 2.20 -0.05
H 3.93 3.63 0.74 0.12
H 2.92 2.26 0.24 0.11
H 3.92 2.61 3.12 0.09
H 4.84 1.60 1.97 0.10
H 3.20 1.14 2.37 0.08
C 1.63 5.79 2.46 -0.05
H 1.01 5.09 0.50 0.14
H 2.78 5.30 0.67 0.12
H 0.79 5.34 2.98 0.08
H 1.40 6.83 2.23 0.10
H 2.54 5.73 3.07 0.10
H 1.04 3.18 1.90 0.07
Au -0.02 -1.58 -1.35 0.97
C 0.86 0.18 -1.63 -0.44
Si 0.87 1.58 -2.90 0.40
H 1.89 0.04 -1.27 -0.02
H 0.41 0.77 -0.77 -0.02
C -0.36 2.93 -2.47 -0.18
C 0.56 0.69 -4.48 -0.18
C 2.52 2.45 -2.74 -0.19
C -1.93 -0.68 -1.55 -0.26
Si -2.86 -1.99 -2.50 0.41
H -1.80 0.29 -2.04 0.00
H -2.30 -0.50 -0.52 0.01
C -2.52 -1.76 -4.34 -0.19
C -4.70 -1.77 -2.13 -0.17
C -2.30 -3.72 -2.01 -0.20
H 2.83 2.85 -3.72 0.04
H 3.30 1.75 -2.40 0.02
H 2.49 3.29 -2.03 0.02
H -1.39 2.67 -2.75 0.03
H -0.08 3.84 -3.03 0.04
H -0.33 3.17 -1.40 0.00
H -0.33 0.04 -4.42 0.00
H 1.43 0.06 -4.72 0.04
H 0.41 1.40 -5.30 0.03
H -4.95 -0.70 -2.07 0.03
H -4.96 -2.23 -1.17 0.03
H -5.32 -2.23 -2.91 0.04
H -2.72 -4.02 -1.04 0.03
H -1.20 -3.75 -1.92 -0.01
H -2.61 -4.45 -2.77 0.04
H -3.31 -2.24 -4.93 0.04
H -1.56 -2.22 -4.62 0.04
H -2.48 -0.69 -4.61 0.02
S 0.25 -5.41 1.66 1.09
C -1.33 -4.78 2.14 -0.44
C -2.38 -5.42 2.81 -0.08
C -3.59 -4.72 3.00 -0.07
C -3.74 -3.40 2.52 -0.09
C -2.71 -2.77 1.84 -0.03
C -1.51 -3.47 1.62 -0.32
N -0.47 -3.07 0.82 0.04
C 0.52 -3.94 0.72 -0.52
C 1.71 -3.69 -0.07 -0.25
C 2.87 -4.48 0.07 -0.04
C 4.02 -4.15 -0.65 -0.08
C 4.02 -3.04 -1.49 -0.08
C 2.86 -2.30 -1.67 -0.12
C 1.70 -2.63 -0.99 -0.20
H -2.23 -6.44 3.15 0.11
H -4.42 -5.20 3.51 0.11
H -4.68 -2.87 2.69 0.11
H -2.79 -1.75 1.45 0.09
H 2.85 -5.35 0.75 0.10
H 4.92 -4.76 -0.53 0.11
H 4.93 -2.76 -2.04 0.11
H 2.86 -1.45 -2.36 0.09
```

Summary:
<S²>: 2.013
multiplicity: 3
DFT total energy: -66758.455 eV
maximum force: 4.31 eV/Å
total charge: +1